No. 1
Below is a cluster of 9 separate species, C34H65Cl2F18N4O11S in total, with properties calculated with the ωB97M-V functional and the def2-TZVPD basis.

Last column: Löwdin charge in e.
Cartesian coordinates (Å):
C: -2.99 -0.42 6.07  -0.118
C: -2.41 -1.21 4.75  -0.230
C: -1.53 -0.25 3.72  -0.523
Cl: -2.61 0.49 2.35  0.583
N: -0.32 -0.95 3.12  -0.046
C: -0.52 -2.26 2.39  -0.123
S: -1.98 -3.36 2.03  0.907
O: -3.31 -2.63 1.73  -0.334
O: -2.24 -4.19 3.35  -0.311
C: -1.72 -4.63 0.67  -0.230
F: -2.85 -5.58 0.71  0.074
F: -0.49 -5.41 1.06  0.010
C: -1.41 -4.00 -0.81  -0.117
F: -1.40 -5.18 -1.76  0.048
F: -0.09 -3.35 -0.96  0.048
C: -2.56 -2.98 -1.38  -0.062
F: -3.97 -3.43 -1.07  0.034
F: -2.31 -1.57 -0.89  0.014
C: -2.52 -2.85 -3.05  -0.114
F: -3.24 -3.99 -3.72  0.052
F: -3.36 -1.63 -3.35  0.032
F: -1.17 -2.59 -3.59  0.055
N: 0.81 -2.76 1.86  0.115
C: 1.70 -1.63 2.34  -0.195
N: 3.02 -1.70 2.02  -0.430
Cl: 3.50 -3.12 1.09  0.782
C: 4.11 -0.71 2.31  -0.159
C: 4.86 -1.16 3.72  -0.086
F: 5.92 -2.16 3.30  -0.149
N: 1.03 -0.55 3.14  0.022
C: 1.50 0.70 3.83  -0.070
C: 1.32 1.94 2.73  -0.170
O: 1.44 3.28 3.34  -0.162
C: 0.99 4.27 2.31  -0.054
C: 0.01 5.45 2.97  -0.137
F: 0.87 6.19 3.94  0.019
F: -0.34 6.37 1.82  0.013
C: -1.39 4.86 3.60  -0.101
F: -1.20 3.81 4.64  0.033
F: -2.13 4.22 2.45  0.007
C: -2.40 5.99 4.23  -0.110
F: -3.01 6.82 3.14  0.022
F: -1.71 6.97 5.15  0.025
C: -3.63 5.35 5.14  -0.061
F: -3.18 4.94 6.51  -0.029
F: -4.37 4.27 4.42  -0.021
H: -2.18 0.22 6.64  0.087
H: -3.96 0.20 5.79  0.103
H: -3.37 -1.26 6.82  0.105
H: -1.83 -2.20 5.02  0.118
H: -3.37 -1.56 4.14  0.114
H: -1.24 0.70 4.39  0.121
H: 4.94 -0.85 1.46  0.151
H: 3.81 0.42 2.28  0.123
H: 4.14 -1.75 4.44  0.146
H: 5.43 -0.28 4.23  0.126
H: 0.88 0.99 4.81  0.160
H: 2.63 0.67 4.21  0.152
H: 0.26 1.75 2.22  0.127
H: 2.11 1.75 1.86  0.138
H: 1.95 4.73 1.79  0.173
H: 0.36 3.78 1.45  0.145
H: -4.39 6.25 5.32  0.198
C: 0.65 -5.07 -5.27  -0.088
C: -0.49 -5.47 -6.19  -0.310
O: -1.60 -5.92 -5.42  -0.082
H: 0.95 -5.92 -4.65  0.081
H: 1.51 -4.73 -5.84  0.075
H: 0.34 -4.28 -4.58  0.046
H: -0.18 -6.28 -6.86  0.120
H: -0.81 -4.62 -6.80  0.101
H: -1.87 -5.19 -4.84  0.042
C: -3.58 2.56 -3.03  -0.088
C: -2.19 1.95 -3.15  -0.322
O: -1.47 2.16 -1.94  -0.100
H: -3.51 3.63 -2.83  0.078
H: -4.15 2.41 -3.95  0.077
H: -4.13 2.11 -2.20  0.071
H: -1.64 2.42 -3.96  0.118
H: -2.25 0.88 -3.34  0.092
H: -1.97 1.74 -1.22  0.070
C: 9.50 0.53 5.51  -0.085
C: 8.48 -0.13 6.41  -0.314
O: 7.35 -0.52 5.65  -0.117
H: 9.07 1.41 5.01  0.079
H: 10.38 0.85 6.08  0.079
H: 9.82 -0.15 4.72  0.050
H: 8.14 0.57 7.18  0.114
H: 8.90 -1.01 6.90  0.112
H: 7.65 -1.15 4.97  0.078
C: 12.41 -1.08 1.17  -0.094
C: 11.84 -1.74 2.41  -0.322
O: 10.52 -1.26 2.65  -0.107
H: 12.43 0.01 1.28  0.079
H: 13.42 -1.44 0.97  0.077
H: 11.78 -1.30 0.30  0.072
H: 12.45 -1.50 3.28  0.116
H: 11.80 -2.82 2.30  0.109
H: 9.98 -1.48 1.88  0.088
C: -0.47 -1.33 -7.59  -0.095
C: 0.92 -1.94 -7.71  -0.321
O: 1.64 -1.73 -6.50  -0.096
H: -0.40 -0.26 -7.39  0.083
H: -1.04 -1.48 -8.52  0.059
H: -1.02 -1.78 -6.76  0.063
H: 1.47 -1.47 -8.53  0.117
H: 0.86 -3.01 -7.90  0.096
H: 1.14 -2.15 -5.79  0.061
C: -3.96 9.33 -0.35  -0.095
C: -2.58 8.72 -0.46  -0.328
O: -1.85 8.94 0.74  -0.094
H: -3.89 10.40 -0.15  0.080
H: -4.53 9.18 -1.27  0.075
H: -4.51 8.88 0.48  0.070
H: -2.02 9.19 -1.28  0.115
H: -2.63 7.65 -0.66  0.105
H: -2.35 8.51 1.46  0.059
C: -4.81 0.67 -9.22  -0.095
C: -3.69 -0.18 -9.78  -0.319
O: -3.25 -1.10 -8.80  -0.111
H: -4.48 1.22 -8.33  0.075
H: -5.16 1.40 -9.96  0.076
H: -5.66 0.05 -8.91  0.073
H: -2.84 0.45 -10.07  0.116
H: -4.03 -0.73 -10.66  0.110
H: -4.01 -1.66 -8.56  0.095
C: -7.40 -4.06 1.03  -0.091
C: -7.42 -4.86 -0.26  -0.321
O: -7.01 -4.03 -1.35  -0.087
H: -8.06 -3.19 0.95  0.080
H: -7.71 -4.68 1.87  0.076
H: -6.39 -3.68 1.23  0.059
H: -8.43 -5.21 -0.47  0.116
H: -6.75 -5.72 -0.21  0.107
H: -6.10 -3.73 -1.15  0.049

Properties
* total charge: +1
* orbital gap: 6.0 eV

***

No. 2
Below is a structure of composition C34H65Cl2MnN8OSSi2Te, with properties calculated with the ωB97M-V functional and the def2-TZVPD basis.

Last column: Löwdin charge in e.
Cartesian coordinates (Å):
Mn: 0.57 -0.27 0.68  0.399
C: 5.04 1.52 1.23  -0.077
N: 4.00 0.86 2.01  -0.133
C: 3.05 1.80 2.59  -0.065
C: 3.59 -0.41 1.69  -0.374
N: 2.34 -0.76 1.75  0.077
C: 2.05 -2.08 2.16  -0.249
C: 2.74 -2.62 3.24  -0.089
C: 2.69 -3.98 3.58  -0.149
C: 1.97 -4.81 2.73  -0.150
C: 1.18 -4.28 1.73  -0.056
C: 1.04 -2.88 1.50  -0.229
N: 0.06 -2.27 0.78  0.054
C: -1.02 -2.85 0.24  -0.347
N: -1.45 -4.16 0.58  -0.213
C: -2.05 -4.39 1.88  -0.090
C: -1.90 -5.06 -0.45  -0.110
N: -1.82 -2.03 -0.61  -0.198
C: -3.21 -1.93 -0.18  -0.106
C: -1.70 -2.29 -2.03  -0.115
N: 4.62 -1.26 1.29  -0.152
C: 4.28 -2.42 0.49  -0.043
C: 5.77 -1.44 2.15  -0.080
H: 4.58 2.06 0.39  0.043
H: 5.75 0.80 0.83  0.072
H: 5.56 2.23 1.87  0.085
H: 3.47 2.25 3.48  0.092
H: 2.12 1.29 2.83  0.041
H: 2.81 2.59 1.87  0.050
H: 3.35 -1.94 3.83  0.109
H: 3.24 -4.36 4.43  0.073
H: 1.99 -5.89 2.87  0.081
H: 0.61 -4.96 1.11  0.085
H: -1.53 -3.80 2.63  0.061
H: -1.92 -5.45 2.15  0.076
H: -3.12 -4.15 1.92  0.077
H: -1.25 -4.97 -1.32  0.078
H: -2.94 -4.90 -0.77  0.067
H: -1.83 -6.09 -0.07  0.073
H: -3.79 -2.85 -0.37  0.070
H: -3.70 -1.11 -0.71  0.047
H: -3.24 -1.71 0.88  0.080
H: -2.27 -3.17 -2.37  0.075
H: -0.64 -2.43 -2.27  0.079
H: -2.06 -1.43 -2.60  0.019
H: 3.42 -2.20 -0.13  0.083
H: 4.06 -3.30 1.10  0.084
H: 5.14 -2.64 -0.16  0.086
H: 5.93 -0.56 2.76  0.082
H: 6.66 -1.62 1.55  0.081
H: 5.62 -2.31 2.81  0.082
O: 1.34 -1.06 -1.13  -0.244
N: 2.20 -0.58 -2.01  -0.207
C: 2.60 -1.42 -2.99  -0.060
C: 3.49 -1.04 -3.96  -0.096
C: 3.99 0.26 -3.91  -0.108
C: 3.59 1.10 -2.91  -0.105
C: 2.66 0.72 -1.91  -0.675
S: 2.10 1.71 -0.68  0.667
H: 2.13 -2.39 -2.93  0.132
H: 3.78 -1.75 -4.72  0.089
H: 4.70 0.61 -4.66  0.093
H: 3.96 2.12 -2.85  0.094
C: -5.02 3.50 -1.31  -0.200
Si: -3.42 4.15 -0.56  0.385
C: -3.56 3.92 1.29  -0.186
C: -3.38 6.00 -0.92  -0.189
C: -1.94 3.37 -1.41  -0.602
Te: -1.70 1.25 -1.05  1.252
C: -2.92 0.92 -2.84  -0.577
Si: -1.89 0.93 -4.40  0.397
C: -0.62 -0.45 -4.49  -0.187
C: -3.03 0.72 -5.90  -0.198
C: -0.95 2.54 -4.66  -0.191
H: -5.87 4.00 -0.84  0.022
H: -5.13 2.43 -1.15  0.020
H: -5.08 3.69 -2.39  0.021
H: -4.43 4.47 1.65  0.033
H: -2.69 4.28 1.84  0.005
H: -3.69 2.86 1.54  0.014
H: -4.29 6.49 -0.55  0.021
H: -3.29 6.20 -1.99  0.020
H: -2.53 6.48 -0.42  0.022
H: -1.01 3.87 -1.14  -0.017
H: -2.06 3.49 -2.49  -0.022
H: -3.64 1.73 -2.84  -0.021
H: -3.50 0.00 -2.74  -0.008
H: -1.08 -1.43 -4.60  0.027
H: -0.01 -0.46 -3.58  0.011
H: 0.04 -0.28 -5.34  0.033
H: -3.58 -0.22 -5.85  0.020
H: -2.46 0.73 -6.83  0.018
H: -3.77 1.53 -5.95  0.019
H: -0.27 2.73 -3.82  0.028
H: -1.61 3.40 -4.76  0.026
H: -0.35 2.46 -5.57  0.027
Cl: -0.30 5.97 3.97  -0.630
C: 0.03 4.72 1.47  -0.583
Cl: -0.25 3.02 1.29  0.522
H: 1.06 5.00 1.35  -0.019
H: -0.73 5.36 1.03  -0.039
C: -1.27 -1.36 3.71  -0.059
C: -0.93 0.09 3.32  -0.707
C: -2.22 0.91 3.36  -0.071
C: 0.07 0.65 4.35  -0.056
N: -0.37 0.17 2.01  -0.103
H: -1.63 -1.42 4.74  0.075
H: -0.39 -2.00 3.61  0.068
H: -2.05 -1.74 3.05  0.056
H: -2.80 0.68 4.26  0.075
H: -2.82 0.68 2.48  0.061
H: -2.00 1.98 3.35  0.056
H: -0.34 0.55 5.36  0.077
H: 0.26 1.70 4.16  0.073
H: 1.01 0.09 4.29  0.066

Properties
* total charge: -2
* orbital gap (alpha / beta): 3.7 / 5.5 eV
* expectation value of S²: 6.25
* spin multiplicity: 5
* energy above the lowest of the compared OMol25 structures with the same formula, charge and spin: 14.4 kcal per mole

***

no.,molecular weight (g mol⁻¹)
1,1150.85
2,943.63